Entry 1:
DFT (wB97M-V/def2-TZVPD) results for a 11-piece molecular cluster, C36H72N6O15 overall in a non-equilibrium geometry.

Atoms and positions in Å:
C -22.7580 -10.9315 -14.9215
O -21.8634 -12.0257 -15.0405
C -21.9471 -12.7785 -16.1231
O -22.7462 -12.6723 -17.0117
O -20.9442 -13.6643 -16.0520
C -20.8580 -14.5578 -17.1716
H -22.4472 -10.0580 -15.4944
H -22.8813 -10.6590 -13.8809
H -23.7395 -11.1977 -15.3188
H -21.7052 -15.2306 -17.1818
H -19.8889 -15.0469 -17.0709
H -20.6907 -13.9812 -18.0822
C -18.7035 -8.3457 -12.4207
O -18.5316 -7.7774 -11.1562
C -19.5810 -7.2551 -10.5585
O -20.6602 -7.0382 -11.0649
O -19.2870 -7.0790 -9.2847
C -20.2618 -6.4678 -8.4583
H -19.3289 -9.2407 -12.4836
H -17.7811 -8.7053 -12.8763
H -19.0849 -7.6614 -13.1838
H -20.4636 -5.4578 -8.8282
H -19.8977 -6.4614 -7.4386
H -21.2482 -6.9317 -8.5152
C -23.9395 -5.8191 -10.1518
O -24.9586 -6.3882 -9.3696
C -24.7919 -6.2215 -7.9885
C -26.0657 -6.7029 -7.2856
O -26.1280 -6.5858 -5.8851
C -26.4070 -5.2852 -5.4371
C -26.4930 -5.1991 -3.9171
O -25.3136 -5.8021 -3.4255
C -25.1775 -5.8029 -2.0194
H -22.9478 -6.1959 -9.8841
H -23.8987 -4.7315 -10.0158
H -24.1224 -6.0149 -11.2043
H -24.7015 -5.1589 -7.7169
H -23.9065 -6.8091 -7.7204
H -26.2228 -7.7487 -7.5577
H -26.9062 -6.1396 -7.7091
H -27.3427 -4.8456 -5.8132
H -25.6608 -4.5753 -5.8091
H -27.3967 -5.6913 -3.5471
H -26.4592 -4.1347 -3.6560
H -26.1336 -6.0080 -1.5349
H -24.8708 -4.8056 -1.6692
H -24.3428 -6.4384 -1.7352
C -16.7575 -14.0834 -16.0338
O -17.5777 -14.7340 -15.0878
C -17.0959 -14.7005 -13.7641
C -18.2944 -14.7981 -12.8419
O -19.0934 -13.6479 -12.9811
C -20.4655 -13.9445 -13.2154
C -21.2085 -14.4425 -11.9864
O -22.5174 -14.8812 -12.3124
C -22.5793 -15.9824 -13.1958
H -17.2527 -13.8053 -16.9612
H -15.9064 -14.7347 -16.2632
H -16.3760 -13.1593 -15.5829
H -16.5843 -13.7556 -13.5498
H -16.4359 -15.5593 -13.6086
H -18.0096 -14.9617 -11.7951
H -18.8388 -15.6960 -13.1632
H -20.6329 -14.5003 -14.1373
H -20.9342 -12.9709 -13.3796
H -21.3299 -13.6493 -11.2466
H -20.7401 -15.2484 -11.4004
H -23.5022 -16.4967 -12.9344
H -21.7821 -16.7212 -13.0579
H -22.5756 -15.6868 -14.2451
C -18.2445 -16.4519 -6.9030
O -19.2072 -15.3958 -6.8615
C -19.7085 -15.0511 -8.1468
C -20.7661 -13.9871 -7.9743
O -20.2620 -12.6533 -7.8617
C -19.8687 -12.3709 -6.5211
C -18.9398 -11.1625 -6.4666
O -17.8738 -11.3301 -7.3937
C -17.1043 -12.4728 -7.1514
H -18.4936 -17.1919 -7.6701
H -18.2207 -16.8507 -5.8955
H -17.2974 -16.0153 -7.2422
H -20.1885 -15.9695 -8.5221
H -18.8753 -14.7722 -8.8068
H -21.4818 -14.1869 -7.1767
H -21.2975 -13.9678 -8.9324
H -19.3189 -13.2165 -6.1065
H -20.7638 -12.2194 -5.9095
H -18.5254 -11.0539 -5.4607
H -19.4752 -10.2419 -6.6952
H -17.6060 -13.4107 -7.4241
H -16.6522 -12.5546 -6.1604
H -16.2917 -12.4664 -7.8849
C -22.9776 -7.2121 -4.8856
C -22.6045 -8.2277 -5.8593
N -22.3891 -8.9733 -6.7052
H -22.3030 -7.0956 -4.0394
H -23.9741 -7.3572 -4.4722
H -22.9857 -6.2768 -5.4489
C -23.7313 -11.9304 -6.7302
C -24.6884 -12.8718 -6.1268
N -25.4382 -13.5950 -5.6499
H -22.9413 -12.4873 -7.2383
H -23.2055 -11.3003 -6.0188
H -24.1961 -11.3015 -7.4858
C -19.1017 -11.1637 -14.9339
C -19.2218 -9.9965 -15.8164
N -19.3441 -9.0552 -16.4605
H -19.5581 -12.0069 -15.4503
H -19.5650 -10.9683 -13.9697
H -18.0567 -11.3993 -14.7353
C -21.3239 -9.9936 -9.6858
C -21.2402 -10.5712 -11.0292
N -21.1773 -11.0112 -12.0884
H -21.9107 -10.6730 -9.0670
H -21.8961 -9.0739 -9.7898
H -20.3221 -9.9225 -9.2701
C -24.7800 -9.6206 -10.5067
C -26.1846 -9.3208 -10.1945
N -27.2950 -9.1288 -9.9923
H -24.3695 -8.8987 -11.2135
H -24.8113 -10.5517 -11.0755
H -24.1813 -9.6317 -9.6015
C -18.1671 -11.9433 -10.7570
C -17.2107 -11.3409 -11.6734
N -16.4487 -10.8244 -12.3623
H -17.8191 -12.9386 -10.4926
H -19.1842 -11.9454 -11.1354
H -18.1571 -11.2940 -9.8757

Calculated values
HOMO energy (eV): -9.53
Total energy (eV): -78145.38430
HOMO-LUMO gap (eV): 9.750
Strongest force on any atom (eV Å⁻¹): 2.800

***

Entry 2:
DFT (wB97M-V/def2-TZVPD) results for C24H27F12O13Zr as an isolated structure in a non-equilibrium geometry.

Atoms and positions in Å:
Zr 3.3655 -1.2372 -0.1786
C 3.8431 -3.1317 3.8090
C 3.8221 -2.4298 2.5259
C 4.2482 -0.8697 2.5576
O 3.9953 -0.2384 1.5317
C 4.7205 -0.2962 3.7881
C 4.7694 -1.0620 4.9228
C 4.2234 -2.4782 4.9576
O 4.0770 -3.0378 6.1109
O 5.3472 -0.5366 5.9413
O 3.3309 -2.7035 1.4035
H 3.4557 -4.1309 3.9427
H 5.1348 0.6963 3.6893
C -0.9682 -0.9115 1.4367
C -0.0872 -0.5973 0.2124
O 1.2963 -0.8454 0.2399
H -1.9516 -0.4504 1.5296
H -0.4992 -0.5537 2.3533
H -1.0468 -1.9565 1.7363
H -0.3948 0.4154 -0.0483
H -0.5184 -1.2719 -0.5273
C -8.6328 2.0808 0.4408
C -7.8907 0.8944 1.1082
O -6.8286 1.4514 1.8461
C -5.7798 0.6659 2.2715
O -5.7299 -0.5849 2.3043
C -4.5720 1.4837 2.7911
F -4.4877 2.5774 1.9912
F -4.8402 1.8977 4.0739
F -3.4025 0.8014 2.6892
H -9.4530 1.6220 -0.1113
H -7.9662 2.6294 -0.2246
H -8.9955 2.8684 1.1014
H -7.4504 0.2314 0.3634
H -8.4815 0.3764 1.8637
C -3.3180 3.2106 -1.6629
C -1.7816 3.0178 -1.8951
O -1.5026 2.1952 -3.0127
C -0.1458 2.1292 -3.3896
O 0.7110 2.8366 -2.9679
C 0.1091 1.1023 -4.5030
F 0.2180 -0.1013 -3.8361
F -0.8583 0.9575 -5.3925
F 1.3584 1.2539 -5.0814
H -3.9049 3.6297 -2.4802
H -3.4156 3.8458 -0.7825
H -3.8317 2.2704 -1.4623
H -1.3576 2.5305 -1.0171
H -1.2883 3.9646 -2.1148
C -1.0432 -4.0704 -1.9921
C -0.5199 -4.5692 -0.6027
O 0.7082 -5.2906 -0.7942
C 1.9499 -4.7809 -0.7667
O 2.1393 -3.5623 -0.7167
C 3.1903 -5.7579 -0.8707
F 4.1715 -5.4292 -0.1462
F 2.8930 -7.0476 -0.5905
F 3.6650 -5.7183 -2.0989
H -0.2646 -3.5515 -2.5513
H -1.7478 -3.2427 -1.9105
H -1.4047 -4.8654 -2.6442
H -1.1532 -5.2094 0.0115
H -0.4009 -3.6829 0.0206
C 5.3963 3.3929 -2.7769
C 3.8545 3.1998 -2.7787
O 3.4845 3.4594 -1.4322
C 2.9394 2.4341 -0.5565
O 3.0483 1.1996 -0.7501
C 2.1933 2.9642 0.7284
F 2.6778 4.1607 1.0625
F 0.8691 3.0322 0.4303
F 2.3265 2.0887 1.7557
H 5.6701 4.3366 -2.3051
H 5.8182 3.3931 -3.7819
H 5.9290 2.6655 -2.1643
H 3.5844 2.2567 -3.2538
H 3.3810 3.9834 -3.3703

Calculated values
HOMO energy (eV): -10.71
Total energy (eV): -85823.24368
HOMO-LUMO gap (eV): 4.742
Net charge: +1
Strongest force on any atom (eV Å⁻¹): 9.360
Energy relative to the best compared isomer or geometry (same formula, charge and spin) (kcal per mole): 117.25

***

Entry 3:
DFT (wB97M-V/def2-TZVPD) results for an isolated molecule of CH5N3O in a non-equilibrium geometry.

Atoms and positions in Å:
N -0.7253 0.4812 1.6094
N 0.0661 0.3742 0.4769
C -0.4056 -0.4775 -0.3630
N 0.5129 -0.7033 -1.3640
O 1.4400 0.4170 -1.6141
H -0.8933 1.4065 1.9579
H -0.2447 -0.0212 2.4418
H -1.3180 -1.1056 -0.3455
H 0.1628 -1.0969 -2.3208
H 1.4051 0.7255 -0.4787

Calculated values
HOMO energy (eV): -8.69
Total energy (eV): -7631.89336
HOMO-LUMO gap (eV): 9.814
Strongest force on any atom (eV Å⁻¹): 4.689
Energy relative to the best compared isomer or geometry (same formula, charge and spin) (kcal per mole): 86.34

***

Entry 4:
DFT (wB97M-V/def2-TZVPD) results for C42H49AsAuF9N7OP as an isolated structure in a non-equilibrium geometry.

Atoms and positions in Å:
Au 0.1093 0.4122 -0.3210
C -0.5700 5.0098 1.9586
N -0.9261 3.6644 2.3966
C -1.2789 3.5362 3.8147
C -1.4156 2.0357 4.0197
N -1.1698 1.4969 2.6827
C -1.4576 0.1114 2.4695
C -0.8418 2.4582 1.7981
N -0.4543 2.1929 0.5344
C -0.7137 3.1724 -0.5494
C 0.2819 2.9895 -1.6692
N 0.1813 1.6075 -2.1201
C 0.9253 1.1185 -3.0986
N 0.8507 -0.2344 -3.3514
C -0.2546 -0.9765 -2.8807
C 1.6851 -0.6203 -4.4961
C 2.3412 0.7085 -4.8827
N 1.7937 1.6851 -3.9311
C 2.2128 3.0782 -4.0652
H -0.7580 5.6742 2.7981
H -1.1972 5.3597 1.1425
H 0.4881 5.0825 1.6998
H -2.1957 4.0897 4.0232
H -0.4731 3.9597 4.4172
H -2.4097 1.7385 4.3559
H -0.6786 1.6449 4.7246
H -2.2987 -0.1751 3.1028
H -0.6068 -0.5129 2.7448
H -1.7060 -0.0957 1.4305
H -0.6540 4.1933 -0.2063
H -1.7265 3.0127 -0.9362
H 1.2758 3.1939 -1.2538
H 0.0984 3.7050 -2.4720
H -1.1904 -0.4270 -2.9872
H 0.5006 -2.0229 -1.1954
H -0.3249 -1.9402 -3.3868
H 1.0671 -1.0140 -5.3040
H 2.4163 -1.3742 -4.2050
H 2.0950 1.0133 -5.9009
H 3.4263 0.6796 -4.7775
H 3.1094 3.0882 -4.6809
H 2.4721 3.5130 -3.1038
H 1.4482 3.6733 -4.5651
O -1.4243 -1.6548 -0.9361
N -0.1668 -1.2610 -1.4013
F 7.5333 -0.3795 -1.9856
C 7.1239 0.6569 -1.2488
F 8.0045 0.8614 -0.2749
F 7.0871 1.7397 -2.0308
C 5.7516 0.3580 -0.6666
C 5.5977 -0.7740 0.1287
C 4.3545 -1.0863 0.6485
C 3.2572 -0.2654 0.3618
C 3.4274 0.8799 -0.4123
C 4.6744 1.1920 -0.9270
P 1.6899 -0.6471 1.1598
C 1.3856 -2.4233 1.0485
C 1.9544 -3.1406 -0.0189
C 1.5750 -4.4520 -0.2613
C 0.6262 -5.0561 0.5543
C 0.0845 -4.3712 1.6352
C 0.4500 -3.0574 1.8730
C 0.1360 -6.4505 0.2036
F -0.5023 -7.0145 1.2219
F 1.1396 -7.2310 -0.1739
F -0.7283 -6.3471 -0.8274
C 1.8181 -0.0862 2.8627
C 1.8176 1.2914 3.0976
C 2.0683 1.7746 4.3680
C 2.3059 0.8838 5.4080
C 2.3390 -0.4862 5.1772
C 2.1108 -0.9742 3.9024
C 2.4900 1.4025 6.8256
F 1.3351 1.2384 7.4933
F 3.4445 0.7382 7.4601
F 2.7848 2.7025 6.8275
H 6.4496 -1.4059 0.3441
H 4.2515 -1.9586 1.2823
H 2.5968 1.5484 -0.6081
H 4.8203 2.0860 -1.5174
H 2.7203 -2.6899 -0.6406
H 2.0314 -5.0116 -1.0678
H -0.6164 -4.8700 2.2912
H 0.0216 -2.5487 2.7241
H 1.6697 1.9889 2.2818
H 2.1028 2.8396 4.5563
H 2.5609 -1.1679 5.9881
H 2.1672 -2.0404 3.7289
C -3.5950 -3.0126 -0.7357
As -3.2179 -1.1686 -1.1796
C -4.1622 -0.1077 0.1739
C -3.6810 -0.8758 -3.1371
C -5.1765 -0.8259 -2.9480
C -5.8054 0.4070 -2.7737
C -7.1882 0.4881 -2.7091
C -7.9479 -0.6666 -2.8102
C -7.3367 -1.8989 -2.9941
C -5.9515 -1.9767 -3.0524
H -4.6459 -3.2396 -0.8875
H -3.3747 -3.1213 0.3265
H -2.9519 -3.6610 -1.3237
H -5.2108 -0.3985 0.0974
H -4.0268 0.9592 0.0222
H -3.7612 -0.4255 1.1308
H -3.2612 -1.7785 -3.5745
H -3.1854 0.0395 -3.4463
H -5.1996 1.3060 -2.7196
H -7.6843 1.4424 -2.6023
H -9.0261 -0.6041 -2.7573
H -7.9430 -2.7864 -3.1087
H -5.4643 -2.9312 -3.2196

Calculated values
HOMO energy (spin up / spin down) (eV): -18.54 / -18.54
Total energy (eV): -155065.92659
HOMO-LUMO gap (spin up / spin down) (eV): 5.935 / 5.935
Net charge: +4
Strongest force on any atom (eV Å⁻¹): 1.806

***

Entry 5:
DFT (wB97M-V/def2-TZVPD) results for an isolated molecule of C5H8N2O in a non-equilibrium geometry.

Atoms and positions in Å:
C -1.5959 -0.5205 -1.4013
C -0.8407 0.1242 -0.2510
N -1.2831 0.9088 0.7128
N -0.2358 1.0620 1.6199
C 0.9296 0.5495 1.2959
C 0.6021 -0.2431 -0.0395
C 1.4210 0.3467 -1.2604
O 0.6617 -1.6832 0.0603
H -1.0604 -1.5915 -1.3811
H -2.7217 -0.6517 -1.4572
H -1.1504 0.2077 -2.2437
H 1.8919 0.7346 1.8645
H 1.3486 1.3985 -1.3230
H 2.4876 -0.1317 -1.3013
H 0.9348 -0.0182 -2.2139
H 0.5119 -1.8179 1.1811

Calculated values
HOMO energy (eV): -9.55
Total energy (eV): -10338.65299
HOMO-LUMO gap (eV): 9.653
Strongest force on any atom (eV Å⁻¹): 5.054
Energy relative to the best compared isomer or geometry (same formula, charge and spin) (kcal per mole): 93.93

***

Entry 6:
DFT (wB97M-V/def2-TZVPD) results for a 2-piece molecular cluster, C2H2BrClO overall in a non-equilibrium geometry.

Atoms and positions in Å:
C -1.7976 1.5608 0.6100
C -0.0087 0.2483 -0.4011
O -2.2192 1.4077 1.7206
Cl -2.2588 2.6890 -0.5740
Br 0.3543 1.2632 -1.8816
H 0.7078 0.6018 0.3156
H -0.0893 -0.7731 -0.4987

Calculated values
HOMO energy (spin up / spin down) (eV): -8.83 / -8.82
Total energy (eV): -86715.56462
HOMO-LUMO gap (spin up / spin down) (eV): 8.138 / 8.110
Strongest force on any atom (eV Å⁻¹): 4.644
Energy relative to the best compared isomer or geometry (same formula, charge and spin) (kcal per mole): 66.94

***

Entry 7:
DFT (wB97M-V/def2-TZVPD) results for C36H45BCdN3O3Se2Te as an isolated structure in a non-equilibrium geometry.

Atoms and positions in Å:
Cd 12.1843 7.8814 11.8913
Se 13.5773 9.8605 13.3878
Se 14.2129 6.0919 11.6499
C 15.0023 6.8957 10.0734
C 16.2056 6.3535 9.5936
C 16.8515 7.0196 8.5663
C 16.3931 8.2772 8.1931
C 15.2010 8.7116 8.7058
N 14.5290 8.0622 9.6680
C 12.4669 9.0133 14.5678
C 12.6435 9.1681 15.9845
C 11.7677 8.4961 16.8134
C 10.6791 7.7870 16.2631
C 10.5874 7.7191 14.8367
N 11.4846 8.2542 14.0367
H 16.5749 5.3944 9.9513
H 17.7688 6.6524 8.1261
H 16.8596 8.8264 7.3900
H 14.8327 9.6843 8.5522
H 13.4897 9.6556 16.4020
H 11.9364 8.5327 17.8754
H 9.9487 7.3012 16.9034
H 9.8364 7.1153 14.3274
C 7.0431 9.2364 12.3634
C 8.2126 9.4963 11.4069
C 8.8440 10.8367 11.7256
O 9.1595 8.4795 11.6849
B 9.6267 8.1111 10.4030
O 8.9825 8.6753 9.3180
C 7.7949 9.2645 9.8943
C 7.4438 10.6045 9.2228
C 6.7574 8.1617 9.7244
H 7.3466 9.1649 13.3829
H 6.7659 8.2352 12.1696
H 6.2345 9.9242 12.2623
H 9.2564 10.7399 12.7435
H 8.1052 11.5872 11.6537
H 9.7062 11.1012 11.1201
H 8.3356 11.2208 9.1069
H 6.7636 11.1194 9.8624
H 6.9539 10.4000 8.2840
H 7.0672 7.2823 10.3068
H 6.7705 7.9470 8.6503
H 5.7467 8.4306 10.0157
C 10.5234 5.9359 8.2202
C 11.0757 6.1230 9.6316
O 11.8606 5.2232 9.9760
N 10.7917 7.2635 10.4289
Te 11.0132 13.3713 10.2336
C 10.9824 14.7679 11.7754
C 9.7402 15.1472 12.2752
C 8.3753 14.7732 11.7166
C 9.7234 15.9323 13.4553
C 10.9064 16.4025 14.0796
C 10.9938 17.2118 15.3825
C 12.1270 15.9643 13.5781
C 12.1894 15.1595 12.3591
C 13.5036 14.6281 11.8251
C 12.2056 14.0401 8.6567
C 11.8947 15.2482 7.9800
C 10.9261 16.1732 8.5109
C 12.5219 15.5453 6.8013
C 13.4521 14.7258 6.2076
C 13.9718 15.1783 4.8734
C 13.7415 13.5132 6.8328
C 13.1779 13.2098 8.0850
C 13.5562 11.8730 8.7320
H 11.3122 6.1618 7.5025
H 9.6512 6.5451 7.9402
H 10.1496 4.9262 8.1063
H 8.1144 13.7576 11.9732
H 8.2894 14.6856 10.6245
H 7.6667 15.5078 12.1138
H 8.7705 16.2448 13.8850
H 10.0360 17.2820 15.8998
H 11.3228 18.2241 15.2772
H 11.6998 16.7998 16.1380
H 13.0177 16.2650 14.0475
H 14.3882 15.0855 12.2752
H 13.5903 14.8541 10.7658
H 13.5014 13.5265 11.9484
H 9.8564 15.9503 8.2312
H 11.1289 17.1921 8.1847
H 10.8611 16.2202 9.6063
H 12.1704 16.4304 6.2596
H 14.1305 14.3006 4.1944
H 14.9175 15.6947 4.9466
H 13.2449 15.8025 4.3525
H 14.4853 12.8064 6.4931
H 13.7094 11.9998 9.7882
H 14.4107 11.4811 8.1731
H 12.7286 11.1776 8.6546

Calculated values
HOMO energy (spin up / spin down) (eV): -7.21 / -7.19
Total energy (eV): -191903.77470
HOMO-LUMO gap (spin up / spin down) (eV): 7.734 / 4.907
Strongest force on any atom (eV Å⁻¹): 3.601
Energy relative to the best compared isomer or geometry (same formula, charge and spin) (kcal per mole): 0.00
2S+1: 2